{
  "formula": "C31H37N7O6SiTl",
  "method": "ωB97M-V with the def2-TZVPD basis set",
  "de_lowest_kcal_mol": 13.9,
  "gap_ev": 7.359,
  "max_force_ev_per_a": 1.0,
  "charge": -1,
  "homo_energy_ev": -5.0099,
  "symbols": ["Tl", "C", "N", "C", "C", "C", "C", "C", "N", "C", "C", "C", "C", "C", "C", "H", "H", "H", "H", "H", "H", "H", "H", "H", "H", "H", "C", "C", "N", "C", "C", "N", "C", "O", "O", "C", "O", "O", "H", "H", "H", "H", "H", "C", "C", "N", "O", "C", "C", "N", "O", "H", "H", "H", "H", "H", "H", "H", "C", "Si", "C", "C", "N", "C", "C", "C", "C", "C", "C", "H", "H", "H", "H", "H", "H", "H", "H", "H", "H", "H", "H", "H", "H"],
  "xyz": [[0.0569, -0.0580, -0.2226], [1.1826, -2.5520, 2.0001], [0.5234, -2.2262, 0.7511], [-0.0567, -3.1658, 0.1041], [-0.7093, -2.9427, -1.1310], [-1.3185, -3.8590, -1.9946], [-1.7170, -3.1305, -3.1139], [-1.3402, -1.8047, -2.8775], [-0.7370, -1.6918, -1.6861], [2.4613, -3.3549, 1.8459], [2.8917, -4.1676, 2.8903], [4.0721, -4.8884, 2.7881], [4.8430, -4.7999, 1.6381], [4.4195, -3.9945, 0.5917], [3.2324, -3.2827, 0.6895], [0.4923, -3.0966, 2.6534], [1.4132, -1.6124, 2.5043], [-0.0398, -4.1913, 0.4833], [-1.4304, -4.9188, -1.8180], [-2.2225, -3.4975, -3.9937], [-1.4868, -0.9573, -3.5281], [2.2956, -4.2392, 3.7941], [4.3887, -5.5193, 3.6101], [5.7654, -5.3622, 1.5603], [5.0149, -3.9058, -0.3081], [2.8992, -2.6693, -0.1364], [0.3689, 1.4831, 3.6240], [1.5774, 1.1429, 2.8301], [1.6153, 0.6456, 1.6111], [2.9306, 0.4771, 1.2780], [3.7139, 0.8733, 2.3265], [2.8371, 1.2909, 3.2946], [5.1713, 0.9474, 2.5703], [5.9311, 0.5233, 1.6029], [5.5763, 1.3817, 3.6331], [3.3290, -0.0516, -0.0654], [4.5581, -0.1592, -0.2948], [2.4046, -0.3414, -0.8581], [-0.4917, 0.9609, 3.2152], [0.1686, 2.5553, 3.5781], [0.5121, 1.1941, 4.6656], [3.1474, 1.6593, 4.1800], [5.3523, 0.1897, 0.8047], [-3.3271, 3.0319, 1.1074], [-2.2558, 1.9827, 1.1548], [-1.0875, 2.1897, 0.6855], [-0.9184, 3.4403, 0.1235], [-2.5182, 0.6732, 1.7308], [-3.7071, 0.4417, 2.6219], [-1.7012, -0.3141, 1.4575], [-1.8426, -1.4472, 1.9965], [-3.2429, 3.5691, 0.1628], [-3.1863, 3.7614, 1.9080], [-4.3163, 2.5906, 1.1950], [-0.2489, 3.2607, -0.5510], [-3.8884, 1.2864, 3.2879], [-3.5117, -0.4524, 3.2110], [-4.6102, 0.2581, 2.0326], [2.4951, 1.4042, -3.7552], [1.4643, 2.3058, -2.4522], [2.5647, 2.7056, -0.9595], [1.0155, 4.0600, -3.0721], [0.0251, 1.4951, -1.9388], [-1.1570, 1.4796, -2.6548], [-1.2055, 1.7681, -4.0348], [-2.4014, 1.8266, -4.7289], [-3.6090, 1.5781, -4.0927], [-3.5829, 1.2338, -2.7478], [-2.3925, 1.1762, -2.0479], [3.4844, 1.8605, -3.8443], [2.0328, 1.4047, -4.7450], [2.6324, 0.3658, -3.4459], [2.8380, 3.7622, -0.9480], [3.4918, 2.1304, -0.9933], [2.0591, 2.4754, -0.0193], [1.8943, 4.5522, -3.4990], [0.6715, 4.6820, -2.2401], [0.2286, 4.0706, -3.8249], [-0.2757, 1.9149, -4.5683], [-2.3808, 2.0531, -5.7892], [-4.5417, 1.6260, -4.6397], [-4.5084, 0.9933, -2.2367], [-2.4160, 0.8598, -1.0130]],
  "atomic_forces_ev_per_a": [[0.027, 0.003, -0.394], [-0.065, -0.067, 0.104], [0.172, 0.194, -0.251], [0.178, -0.060, 0.219], [-0.244, -0.054, -0.432], [0.153, -0.038, 0.215], [-0.033, 0.111, -0.099], [-0.090, -0.101, -0.185], [0.095, 0.141, 0.383], [-0.065, 0.047, -0.092], [0.015, 0.011, 0.026], [-0.011, 0.019, 0.051], [0.030, -0.046, 0.002], [0.012, 0.023, -0.018], [-0.037, -0.014, 0.053], [-0.019, 0.042, -0.009], [-0.008, -0.046, 0.059], [-0.018, 0.015, 0.043], [0.009, 0.010, 0.005], [0.012, -0.001, 0.003], [-0.004, 0.049, 0.057], [-0.021, 0.003, -0.018], [0.008, 0.000, -0.013], [0.004, 0.024, -0.015], [0.003, -0.020, 0.004], [-0.001, 0.024, -0.035], [0.025, 0.037, -0.060], [0.056, -0.009, 0.082], [-0.236, 0.026, -0.168], [0.172, -0.156, 0.090], [-0.178, 0.023, -0.091], [0.068, -0.008, -0.081], [0.207, -0.058, 0.101], [0.296, 0.132, 0.511], [-0.074, 0.044, 0.010], [-0.068, -0.152, 0.055], [-0.336, -0.173, -0.229], [-0.131, 0.071, 0.047], [-0.003, -0.022, 0.033], [0.000, -0.009, -0.003], [-0.042, 0.011, 0.010], [-0.031, -0.021, 0.033], [0.082, 0.017, -0.341], [0.054, -0.034, -0.102], [-0.049, 0.253, 0.057], [0.271, -0.224, 0.282], [-0.103, 0.367, -0.025], [-0.325, -0.234, 0.240], [0.234, -0.046, -0.040], [0.110, 0.138, -0.434], [-0.046, -0.063, 0.082], [-0.034, -0.010, 0.023], [-0.034, -0.010, 0.015], [-0.017, -0.010, 0.052], [0.094, -0.105, -0.221], [-0.043, 0.035, -0.029], [-0.031, 0.013, 0.025], [-0.045, 0.016, 0.047], [-0.199, 0.048, 0.153], [0.416, 0.520, -0.126], [-0.091, -0.219, -0.178], [-0.102, -0.320, -0.082], [0.239, -0.516, 0.766], [-0.270, 0.110, -0.145], [0.097, -0.048, 0.159], [0.000, -0.006, -0.043], [-0.001, 0.002, -0.065], [-0.051, -0.022, -0.027], [0.098, 0.012, -0.027], [-0.012, 0.036, 0.015], [-0.031, 0.027, 0.014], [0.005, 0.028, 0.040], [-0.083, 0.045, -0.050], [-0.029, 0.097, 0.007], [0.030, 0.128, -0.026], [0.046, -0.064, 0.039], [0.015, -0.038, 0.042], [-0.017, 0.020, -0.053], [0.014, 0.050, -0.034], [-0.016, 0.005, 0.010], [-0.005, -0.016, 0.019], [0.022, -0.017, 0.022], [-0.022, 0.030, -0.066]],
  "lowdin_charge": [1.0639, -0.1648, -0.0424, -0.0974, -0.3323, -0.0631, -0.1029, -0.1503, -0.0044, -0.1956, -0.0547, -0.1008, -0.1041, -0.0697, -0.0252, 0.1227, 0.1034, 0.1486, 0.0932, 0.0801, 0.0957, 0.1074, 0.0946, 0.0944, 0.1059, 0.1027, 0.0184, -0.3276, 0.1026, -0.1435, -0.0669, 0.1909, -0.5083, 0.1232, 0.0687, -0.6035, 0.0464, -0.0634, 0.0604, 0.0917, 0.0862, 0.1692, 0.0324, -0.0078, -0.3354, -0.0361, -0.0479, -0.3278, -0.0380, -0.1717, -0.1359, 0.0825, 0.0912, 0.0747, 0.0431, 0.0747, 0.0652, 0.0831, -0.1615, 0.4159, -0.1448, -0.1695, -0.1376, -0.3888, -0.0711, -0.1057, -0.1226, -0.0938, -0.0736, 0.0287, 0.0162, 0.0266, 0.0373, 0.0325, 0.0155, 0.0269, 0.0234, 0.0113, 0.0837, 0.0962, 0.0870, 0.1009, 0.0710]
}